No. 1
31
Properties=species:S:1:pos:R:3:mulliken_charge:R:1 method="wB97M-V/def2-TZVPD" orbital_gap_ev=8.910 smiles=CCN(C)C.O.O.O.O.O e_lumo_ev=0.2
O -1.8066 -0.3020 -3.3269 -0.64
O 3.1543 2.1701 0.0537 -0.64
O 1.5837 2.6633 2.7032 -0.63
O -3.3229 0.6054 -0.8570 -0.70
O 3.7685 -0.8588 0.3581 -0.67
N -1.0187 -0.2505 0.4680 0.31
C -0.0510 0.6281 -0.1752 -0.52
C -0.1421 -2.2191 -0.9225 -0.91
C -1.5140 0.1880 1.8107 -0.89
C -0.7507 -1.7678 0.3996 -0.47
H -0.1296 -2.0732 1.2631 0.33
H -1.8601 -2.1952 0.4343 0.31
H -2.4465 0.1570 -0.7100 0.31
H 1.5223 1.7489 2.7889 0.28
H -0.2084 -3.2594 -1.0919 0.42
H -0.0413 1.7967 0.0801 0.26
H -0.7077 0.7130 2.4337 0.17
H 4.0320 -1.8028 0.5219 0.31
H 2.6913 -0.9074 0.1957 0.35
H -2.6733 -0.9566 -3.2792 0.37
H -3.3817 1.4059 -1.3400 0.30
H -0.8494 -1.8792 -1.8571 0.11
H -0.4059 0.7898 -1.2784 0.05
H 2.1010 2.6166 1.8365 0.34
H 3.7359 1.3882 0.1602 0.33
H -2.2620 0.4417 -2.9272 0.26
H -1.7364 -0.7195 2.3840 0.39
H 3.4712 2.6613 -0.7739 0.30
H -2.4893 0.6690 1.8252 0.23
H 0.7680 -1.7247 -1.0001 0.22
H 0.9695 0.2733 -0.1773 0.12

---

No. 2
111
Properties=species:S:1:pos:R:3:mulliken_charge:R:1 method="wB97M-V/def2-TZVPD" orbital_gap_ev=4.862 e_lumo_ev=-0.4
Cs -0.3068 0.7330 -0.9096 2.10
P -1.7027 0.8294 2.2462 0.26
P -0.2035 -2.8293 0.9978 1.02
P 1.0725 2.9351 -3.2613 0.58
Si 1.5646 -0.1146 1.7296 -0.82
O -2.2285 -0.2734 -3.3637 -0.42
N 1.9527 -0.0255 -3.3639 -0.06
C -1.9244 -4.3902 -2.3523 -0.46
C -1.5034 4.2642 -6.1157 -0.60
C -4.9610 2.8885 3.7372 -0.68
C -1.1339 5.5832 -6.3348 -0.43
C 0.5369 -0.5521 3.3139 -0.40
C 3.7397 0.3276 -4.9534 -0.65
C 3.3487 3.9112 -1.9127 -0.46
C 1.1834 -5.1349 4.1326 -0.63
C 3.9724 4.6982 -0.9523 -0.64
C -0.0387 -3.8091 2.5305 0.46
C 4.4915 1.1387 -5.7794 -0.66
C -0.8335 3.5057 -5.1673 -0.56
C -0.7364 -1.0279 5.7903 -0.94
C -1.1581 -3.8815 3.3607 -0.33
C 4.2192 -2.6936 -0.2228 -0.84
C -1.2984 -5.3422 0.1742 -0.46
C 3.1188 2.9993 -5.1871 0.00
C 2.0797 -3.7499 -0.4028 -0.67
C -2.9916 3.7105 4.8265 -0.68
C -0.7657 -0.0746 3.5605 1.05
C 3.2457 5.6350 -0.2370 -0.52
C 0.2262 4.0473 -4.4416 0.39
C 1.8842 5.7815 -0.4753 -0.70
C 3.4224 -3.7053 -0.7477 -0.99
C -1.1124 -4.5799 4.5566 -0.61
C 2.3118 -1.7185 0.9530 1.20
C -1.3752 -0.2991 4.8014 -0.26
C 1.9882 4.0565 -2.1629 0.51
C -2.8136 1.9003 3.2293 0.16
C -2.9214 -0.4326 1.6470 1.14
C 0.0630 -5.2061 4.9470 -0.64
C -4.4552 -2.2668 2.0502 -0.31
C -3.5541 -1.3214 2.5158 -0.20
C 2.3607 2.2025 -4.3261 0.13
C -1.3114 -3.5612 -1.4272 -0.19
C -4.3657 3.7623 4.6335 -0.45
C -4.1934 1.9640 3.0405 -0.42
C 1.1344 -4.4440 2.9293 -0.63
C 0.5313 -1.5381 5.5498 -0.97
C -2.2234 2.7943 4.1268 -0.40
C -3.2370 -0.5243 0.2906 -0.87
C -1.9314 -6.1692 -0.7451 -0.64
C 1.1482 -1.2886 4.3354 -0.41
C 0.5883 5.3745 -4.6684 -0.21
C 3.0960 0.6649 2.5928 -1.62
C 3.6739 -1.7302 0.6114 -0.56
C -0.9785 -4.0260 -0.1540 0.45
C -2.2426 -5.6982 -2.0118 -0.73
C 2.6592 0.8359 -4.2253 0.34
C 1.2576 4.9911 -1.4231 -0.59
C 1.5323 -2.7761 0.4334 -0.25
C -4.7502 -2.3471 0.6965 -0.73
C -4.1416 -1.4665 -0.1824 -0.83
C -0.0905 6.1379 -5.6072 -0.79
C 4.1749 2.4851 -5.9142 -0.91
H -1.0826 -2.5321 -1.6911 0.24
H -3.3288 -1.2840 3.5731 0.40
H 1.4534 -4.5523 -0.7758 0.42
H -1.0493 -5.7188 1.1581 0.42
H -4.3530 -1.5235 -1.2432 0.36
H 4.7498 3.1241 -6.5708 0.43
H -2.0687 -3.3751 3.0653 0.17
H 1.3081 6.5055 0.0864 0.41
H -1.6616 6.1794 -7.0679 0.38
H -2.1629 -4.0228 -3.3443 0.35
H 5.2756 -2.6556 -0.4638 0.41
H 3.9797 -0.7262 -4.8651 0.38
H -6.0322 2.9176 3.5803 0.39
H 0.1925 5.1040 -1.5953 0.43
H -3.0668 0.1733 -3.5202 0.27
H 1.4001 5.8138 -4.1014 0.37
H 0.9521 -0.0280 -3.5148 0.11
H -4.6789 1.2833 2.3529 0.35
H 2.8743 4.0512 -5.2720 0.34
H -4.9661 4.4782 5.1799 0.37
H -2.7797 0.1311 -0.4433 0.43
H -2.3890 -1.1931 -3.6005 0.21
H -2.5144 4.3861 5.5253 0.39
H 2.1045 -5.6178 4.4347 0.39
H -2.3193 3.8286 -6.6781 0.40
H 0.1983 7.1680 -5.7726 0.39
H 4.3259 -0.9544 0.9940 0.31
H -4.9263 -2.9489 2.7475 0.42
H 3.6384 -0.0103 3.2647 0.38
H 3.7342 6.2451 0.5115 0.41
H -1.1292 2.4771 -4.9883 0.42
H -2.3567 0.1131 5.0042 0.41
H -2.7297 -6.3443 -2.7308 0.38
H 3.8077 1.0641 1.8660 0.32
H 0.1080 -5.7433 5.8862 0.35
H 2.3066 -0.9716 -3.4017 0.17
H 1.0404 -2.1203 6.3089 0.42
H 2.1480 -1.6767 4.1678 0.38
H 5.3212 0.7152 -6.3306 0.38
H 2.0171 -4.3844 2.3053 0.48
H -1.9880 -4.6203 5.1929 0.43
H -1.2273 -1.1950 6.7416 0.41
H 2.7489 1.5124 3.1909 0.36
H 3.9249 3.1800 -2.4658 0.35
H 5.0307 4.5714 -0.7639 0.43
H -2.1745 -7.1884 -0.4720 0.42
H -1.1518 2.7610 4.2889 0.44
H 3.8454 -4.4614 -1.3977 0.40
H -5.4432 -3.0948 0.3327 0.36

---

No. 3
132
Properties=species:S:1:pos:R:3:mulliken_charge:R:1 method="wB97M-V/def2-TZVPD" orbital_gap_ev="5.979 / 6.576" multiplicity=5 total_charge=+1 e_lumo_ev="-3.9 / -3.9"
O -0.2815 -6.9944 0.7896 -0.54
O -0.7978 5.7426 -4.3688 -0.44
O 0.7691 0.3028 -0.9809 -0.54
O 0.3363 2.6285 5.2128 -0.31
N 0.6643 -5.9919 0.5035 0.32
N 0.5984 -11.9648 -0.5507 -0.06
N -0.1193 1.2788 -0.4913 0.31
N 3.1384 -12.4710 -0.1367 -0.12
N -0.6004 6.3621 -5.6173 0.17
N -0.0536 2.6197 6.5654 0.10
C -1.4568 -4.5544 0.3816 -1.75
C -0.9043 1.2461 -2.9332 -1.78
C 0.4532 3.1844 -2.1008 -0.76
C 1.4568 -7.0167 -1.6727 -0.95
C -1.1021 5.4162 -6.6713 1.73
C -0.5737 5.8144 -8.0783 -1.84
C 0.5820 2.0055 0.6211 2.04
C -0.0512 -4.8923 -0.2268 1.74
C -0.5379 3.9696 -6.4842 -1.47
C -0.4269 2.8128 1.4860 -1.86
C 2.3163 -7.9283 0.5340 -1.68
C 2.4101 3.0975 6.9920 -1.79
C -1.7121 4.5681 6.5165 -1.19
C -1.2463 7.7161 -5.5557 1.64
C 3.0677 -5.7321 -0.2133 -1.87
C -1.9396 2.7488 -1.3139 -1.72
C 1.2056 -13.6497 1.5183 -0.34
C -1.4962 3.0319 6.6215 1.72
C -0.2723 -5.1859 -1.7376 -1.28
C 0.9109 -5.8249 -2.4543 -0.67
C -0.7276 5.4174 7.3110 -0.51
C -2.6495 5.3576 -6.7156 -1.17
C 1.1342 3.9330 -0.9616 -0.63
C 1.6821 -12.6868 0.2381 0.04
C 0.7132 4.9830 7.0565 -1.21
C -2.7875 7.6836 -5.7583 -1.18
C 3.0256 -11.5110 -1.3002 -0.24
C 0.7374 -3.5714 -0.0323 -1.77
C -0.5722 8.6365 -6.6061 -1.63
C 1.2215 1.0241 1.6575 -1.91
C 1.4134 -11.1756 -1.5717 -0.19
C -2.3750 2.3713 5.5029 -1.56
C 0.8350 3.2101 8.8500 -1.72
C -0.5736 2.1025 -1.6615 1.81
C 1.6729 2.9701 0.0928 -1.36
C 0.2312 -12.6540 2.4438 -0.78
C 1.8116 -6.6486 -0.2103 1.67
C -2.1215 2.4760 7.9271 -1.77
C -3.2785 6.7415 -6.8507 -0.53
C 0.9274 3.4716 7.3201 1.69
C -0.9805 8.4705 -4.2065 -1.81
H 3.9470 -11.0675 -1.8693 0.37
H -1.3288 9.5096 -4.2622 0.43
H 1.9617 4.5274 -1.3635 0.46
H 0.5195 8.6041 -6.5087 0.38
H 0.4389 4.6494 -0.5140 0.29
H -1.9080 1.4060 8.0363 0.38
H -3.2137 2.5836 7.9189 0.45
H 0.0890 8.4955 -3.9659 0.44
H -3.2716 7.3762 -4.8173 0.39
H 2.0273 0.4179 1.2316 0.36
H 0.9446 -10.4511 -2.3667 0.34
H 0.6298 -14.5994 1.1230 0.31
H -1.1326 -5.8646 -1.8541 0.40
H -0.8878 -12.8175 2.1428 0.26
H 1.6666 1.5736 2.4963 0.38
H -0.8819 3.4924 -5.5610 0.03
H 3.9528 -12.9110 0.3448 0.29
H 0.9552 -3.4005 1.0287 0.40
H -3.1590 8.6938 -5.9704 0.35
H -0.4382 -11.9727 -0.4165 0.31
H 2.6049 -7.6914 1.5656 0.46
H 1.6735 -3.5266 -0.5830 0.17
H 2.1840 -13.9361 2.1385 0.29
H 1.3834 5.5790 7.6891 0.37
H 3.2564 -5.3144 0.7812 0.39
H 0.1550 -2.7088 -0.3808 0.54
H 0.5000 6.0284 -8.0530 0.37
H 0.9798 5.2294 6.0198 0.33
H -3.0378 4.8790 -5.8063 0.30
H 3.0132 -4.9115 -0.9277 0.35
H 1.6943 -5.0803 -2.6240 0.34
H -1.7903 2.9825 8.8301 0.32
H -1.5916 0.4255 -2.6953 0.45
H -3.4411 2.5679 5.6734 0.42
H -0.8597 3.3133 -7.3024 0.44
H 2.6813 3.2979 5.9506 0.32
H 0.7121 -7.8240 -1.6913 0.21
H -1.8791 3.5529 -0.5849 0.31
H -2.7319 4.8253 6.8286 0.36
H 1.2454 2.7107 -2.7027 0.53
H -1.8743 -3.6476 -0.0739 0.41
H 3.1077 3.6820 7.6046 0.42
H -0.8736 9.6825 -6.4660 0.44
H -3.0701 7.1680 -7.8365 0.31
H 3.9624 -6.2956 -0.5047 0.44
H 2.1023 3.5496 0.9201 0.38
H 2.6000 2.0370 7.1990 0.44
H 3.1971 -8.3514 0.0351 0.36
H -2.2417 1.2832 5.4796 0.45
H -0.0307 3.9134 -2.7625 -0.11
H -0.0067 0.8198 -3.3968 0.37
H -4.3680 6.6502 -6.7864 0.39
H -1.5129 8.0184 -3.3612 0.32
H -2.9834 4.7299 -7.5517 0.37
H -0.7265 5.0011 -8.7981 0.45
H 1.5706 -8.7291 0.5614 0.31
H 1.7018 3.6331 9.3722 0.44
H -1.3935 -4.3795 1.4622 0.44
H -1.0861 6.6704 -8.5159 0.34
H 0.4808 -11.5201 2.1686 0.21
H -0.5459 -4.2624 -2.2627 0.39
H -0.9649 5.3688 8.3779 0.31
H -2.1925 -5.3479 0.2039 0.37
H -2.6418 1.9960 -0.9365 0.38
H 0.5591 3.9761 -6.4801 0.46
H 0.4643 0.3473 2.0727 0.41
H -2.1508 2.7670 4.5051 0.15
H 2.5065 2.4006 -0.3400 0.37
H -1.3024 2.2074 1.7432 0.43
H -0.0278 3.6749 9.3257 0.31
H 0.4776 -12.8647 3.5683 0.31
H -0.8433 6.4681 7.0244 0.38
H 0.8157 2.1372 9.0688 0.37
H 0.5937 -6.1600 -3.4476 0.38
H -1.6338 4.8751 5.4611 0.36
H -0.7702 3.7347 1.0180 0.26
H 0.0346 3.1341 2.4276 0.39
H -2.4015 3.1980 -2.2025 0.42
H -0.8288 8.3996 -7.6355 0.30
H -1.3818 1.8602 -3.7072 0.27
H 2.3401 -7.4104 -2.1917 0.40

---

No. 4
64
Properties=species:S:1:pos:R:3:mulliken_charge:R:1 method="wB97M-V/def2-TZVPD" orbital_gap_ev=5.855 total_charge=+4 e_lumo_ev=-14.0
W 0.6901 -0.8972 1.1934 1.21
As 1.4378 -2.1443 4.3930 0.74
S -0.5892 -2.5835 0.4876 -0.29
S 2.5590 -0.7190 0.0611 -0.29
P -1.4631 -0.8216 -0.4741 0.76
P 1.2461 1.0112 -0.6127 0.97
O 0.7615 -1.0834 3.0784 -1.01
C -1.3694 -1.1338 -2.2045 1.08
C -2.4917 -0.7353 -2.9447 -0.53
C -2.5084 -0.9783 -4.3091 -0.88
C -0.2315 0.3713 0.1711 -0.27
C -4.7424 1.1081 0.7299 -0.82
C 0.2315 1.6708 -3.0042 -0.11
C -0.1114 -2.9077 5.1985 -1.01
C 2.4607 0.7776 -4.4453 -0.97
C -1.4308 -1.6108 -4.9150 -0.59
C -3.9234 -1.5576 0.4610 -0.38
C 2.4343 -0.9599 5.5053 -1.03
C -0.3195 -2.0078 -4.1682 -0.85
C 2.2399 3.4949 2.3582 -0.92
C 0.2947 1.8645 -4.3710 -0.87
C -3.4412 0.8403 0.3467 -0.11
C -5.2158 -1.2668 0.8541 -0.85
C 1.7634 2.4063 1.6626 -0.47
C -5.6227 0.0593 0.9834 -0.49
C 2.7725 4.5796 1.6549 -0.58
C 1.8272 2.4036 0.2619 1.52
C -3.0406 -0.4972 0.2104 0.83
C 2.5500 -3.4251 3.5162 -1.10
C 2.4222 0.5756 -3.0782 -0.36
C -0.2813 -1.7719 -2.8096 -0.15
C 2.3758 3.4819 -0.4455 -0.40
C 1.4036 1.4180 -5.0863 -0.51
C 2.8409 4.5743 0.2675 -0.86
C 1.3036 1.0245 -2.3657 1.05
H 1.7665 -0.2573 6.0016 0.40
H -6.6384 0.2772 1.2873 0.46
H 3.3212 0.4489 -5.0124 0.50
H -1.4590 -1.8160 -5.9776 0.50
H 3.4595 -2.9517 3.1476 0.41
H 1.3297 1.5634 2.2068 0.06
H 3.2584 5.4213 -0.2597 0.47
H -0.5121 2.3744 -4.8803 0.49
H -5.9113 -2.0706 1.0537 0.47
H 1.4503 1.5810 -6.1556 0.50
H 2.4327 3.4701 -1.5268 0.49
H -5.0729 2.1323 0.8365 0.47
H 0.2381 -3.5501 6.0120 0.45
H -3.6203 -2.5910 0.3348 0.40
H 2.1942 3.5240 3.4380 0.47
H -0.6236 2.0351 -2.4456 0.52
H 3.1853 -0.4415 4.9107 0.40
H -3.3441 -0.2657 -2.4699 0.47
H 0.5725 -2.1078 -2.2299 0.27
H 3.2578 0.0969 -2.5834 0.44
H -0.7413 -2.1186 5.6073 0.40
H -2.7522 1.6568 0.1642 0.40
H -0.6533 -3.5110 4.4719 0.38
H 2.9331 -1.5801 6.2557 0.45
H 2.8229 -4.1691 4.2705 0.44
H -3.3735 -0.6918 -4.8918 0.50
H 0.5012 -2.5221 -4.6499 0.50
H 2.0078 -3.9362 2.7203 0.40
H 3.1382 5.4389 2.2024 0.45

---

Values of E, in order: -16213.4983 -97660.2924 -60941.0269 -134426.0333, all in eV.